# 1
This record from the OMol25 dataset describes the molecule C7H16O2SSi in a non-equilibrium geometry. The level of theory is ωB97M-V/def2-TZVPD.

```
27
Properties=species:S:1:pos:R:3:nbo_charge:R:1
C -1.1767 -2.5404 1.7225 -0.629
C -0.5855 -1.1678 1.5500 -0.494
C -0.0359 -0.7505 0.1170 -0.432
C 0.1235 -1.8221 -0.8951 -0.684
Si 0.3320 1.0623 -0.2842 1.616
C -0.4102 2.1618 1.0715 -1.114
C -0.4366 1.5271 -1.9723 -1.100
C 2.2347 1.1601 -0.4485 -1.093
S 1.1924 -1.0147 1.7920 1.976
O 1.5680 0.1147 2.6187 -0.919
O 1.8494 -2.2960 1.9699 -0.917
H -0.4966 -3.2911 1.3343 0.230
H -2.1473 -2.6404 1.2348 0.215
H -1.3101 -2.7318 2.7868 0.233
H -1.1816 -0.3827 2.0024 0.239
H 0.8522 -2.5674 -0.5733 0.249
H 0.4542 -1.4000 -1.8414 0.226
H -0.8265 -2.3346 -1.0529 0.229
H 0.0600 1.9546 2.0260 0.264
H -0.2723 3.2136 0.8536 0.244
H -1.4795 1.9927 1.1710 0.232
H 0.0979 1.0912 -2.8099 0.235
H -1.4752 1.2248 -2.0505 0.234
H -0.4040 2.6036 -2.0979 0.241
H 2.6380 1.9957 0.1146 0.248
H 2.6862 0.2545 -0.0508 0.236
H 2.5640 1.2686 -1.4784 0.235
```

Computed properties:
HOMO: -8.52 eV
Energy: -30324.8240 eV
Relative energy (zero: lowest compared OMol25 entry of this formula, charge and spin): 28.9 kJ/mol
2S+1: 1

***

# 2
This record from the OMol25 dataset describes a structure of composition C38H44N7O2PbS8 in a non-equilibrium geometry. The level of theory is ωB97M-V/def2-TZVPD.

```
100
Properties=species:S:1:pos:R:3:lowdin_charge:R:1
Pb 11.5907 12.5689 11.4292 1.163
C 9.9305 13.4717 17.1306 -0.066
C 9.4894 13.9691 15.7384 -0.383
C 9.0338 15.4505 15.8039 -0.093
C 8.5190 12.9264 15.1929 -0.140
C 7.1678 13.1748 15.5061 -0.075
C 6.1771 12.2774 15.2563 -0.097
C 6.5125 11.0667 14.6511 -0.031
C 7.8236 10.8301 14.2230 -0.141
C 8.0621 9.4449 13.6823 -0.384
C 8.2920 8.4168 14.7960 -0.070
C 6.9000 8.9155 12.8079 -0.097
C 8.8442 11.7641 14.4493 -0.193
N 10.1265 11.5117 13.9272 0.060
C 11.0512 10.8290 14.6525 -0.476
O 10.9937 10.4964 15.8720 -0.044
C 12.3895 10.4729 14.0335 -0.197
C 13.3733 10.0560 14.9199 0.023
C 14.5963 9.6706 14.3154 0.000
C 14.7448 9.5916 12.8949 0.026
C 13.6464 10.0099 12.1467 -0.233
N 12.5604 10.5403 12.6928 0.038
C 13.7062 9.8421 10.6577 -0.453
O 14.7834 9.3455 10.2341 0.030
N 12.6066 10.1169 9.9061 0.158
C 12.5336 9.3986 8.7202 -0.124
C 12.0263 8.0391 8.7295 -0.108
C 12.2718 7.2404 7.6553 -0.021
C 12.9706 7.6701 6.5064 -0.014
C 13.4575 8.9764 6.4957 -0.012
C 13.0740 9.8716 7.5013 -0.104
C 13.3406 11.3633 7.2784 -0.400
C 14.7927 11.6931 7.3994 -0.080
C 12.6715 11.9374 6.0291 -0.067
C 11.2722 7.5163 9.9357 -0.353
C 10.0829 6.6471 9.5557 -0.096
C 12.2670 6.7021 10.8227 -0.036
H 10.6148 14.2043 17.6350 0.082
H 10.4333 12.4700 17.0007 0.077
H 9.0662 13.3050 17.7718 0.073
H 10.3636 13.8875 15.0616 0.056
H 8.5578 15.6506 16.7825 0.073
H 8.3291 15.7336 15.0199 0.062
H 9.8760 16.1692 15.7218 0.069
H 6.9635 14.1371 16.0564 0.116
H 5.1640 12.4951 15.5421 0.089
H 5.7619 10.3063 14.5293 0.097
H 8.9630 9.6164 13.0669 0.124
H 7.3849 8.3249 15.4667 0.092
H 9.0658 8.7605 15.4665 0.050
H 8.5119 7.3952 14.3706 0.088
H 6.0762 8.6155 13.5134 0.078
H 7.1734 8.0164 12.1913 0.082
H 6.5955 9.7160 12.1262 0.059
H 13.2065 10.1514 15.9510 0.101
H 15.4233 9.3209 14.9758 0.114
H 15.6598 9.2135 12.4414 0.119
H 12.1060 6.1504 7.7487 0.125
H 13.1876 6.9527 5.7592 0.096
H 14.1050 9.3513 5.6535 0.137
H 12.7894 11.8584 8.1323 0.117
H 15.4227 11.5712 6.4802 0.090
H 15.2740 11.1016 8.2063 0.088
H 14.9509 12.7372 7.6613 0.067
H 13.3353 11.7461 5.1383 0.087
H 12.5144 13.0259 6.1252 0.080
H 11.6865 11.5068 5.8283 0.081
H 10.9339 8.4166 10.3953 0.114
H 10.4099 5.7285 9.0273 0.074
H 9.3516 7.1947 8.9022 0.002
H 9.5296 6.3750 10.4316 0.071
H 12.5044 5.7060 10.3328 0.095
H 11.9099 6.4651 11.8360 0.082
H 13.2277 7.2336 10.8566 0.062
S 7.5712 9.0453 8.8665 0.350
C 6.0542 8.9667 9.4923 -1.074
N 5.0056 9.0120 10.0694 -0.040
N 13.8919 16.2159 12.5834 0.110
C 12.7093 15.6352 12.9187 -0.851
N 11.5666 16.2898 12.7475 0.108
S 12.6484 14.0394 13.6149 0.551
H 13.9107 17.1088 12.0914 0.113
H 14.7313 15.5926 12.3940 0.042
H 11.6165 17.0958 12.1321 0.118
H 10.7378 15.7540 12.6991 -0.015
S 16.4121 13.8695 11.4052 0.462
C 14.9101 13.6340 10.7495 -1.008
N 13.8319 13.4572 10.2867 -0.087
C 5.2658 16.6709 9.5754 -0.382
S 5.8273 15.0148 10.0288 0.888
C 7.3294 15.1433 9.1992 -0.948
C 8.6275 15.1390 9.8464 -1.114
S 8.9842 14.5086 11.3763 0.598
S 9.8687 15.8944 8.8710 0.871
C 9.0256 15.9646 7.3115 -1.431
S 9.5109 16.8834 6.0404 0.601
S 7.4098 15.2612 7.4343 0.937
H 4.4625 16.9866 10.2990 0.066
H 4.9047 16.6560 8.5605 0.021
H 6.0568 17.3942 9.5603 0.035
```

Computed properties:
Net charge: -1
HOMO (spin up / spin down): -4.18 / -4.18 eV
Energy: -146574.9876 eV
Relative energy (zero: lowest compared OMol25 entry of this formula, charge and spin): 313.3 kJ/mol
2S+1: 1

***

# 3
This record from the OMol25 dataset describes a cluster of 6 separate species, C29H28F40NO8PS in total. The level of theory is ωB97M-V/def2-TZVPD.

```
108
Properties=species:S:1:pos:R:3:lowdin_charge:R:1
F -6.7578 -11.4679 2.4922 0.108
C -7.1919 -11.0731 1.2837 -0.307
F -6.1418 -11.0554 0.4338 0.102
C -7.7747 -9.6557 1.3571 -0.417
F -6.8072 -8.7690 1.6385 0.144
F -8.1972 -9.4065 0.0575 0.061
C -9.0053 -9.4166 2.2405 -0.041
O -8.7579 -8.8677 3.5133 0.057
C -8.5369 -9.6447 4.6159 -0.545
F -8.6777 -10.9537 4.3473 0.153
F -9.4695 -9.3181 5.5384 0.148
C -7.1715 -9.3474 5.2590 -0.285
F -6.1842 -9.5435 4.3633 0.102
F -6.9901 -10.1954 6.2914 0.107
H -7.9403 -11.7774 0.9117 0.175
H -9.5780 -8.6485 1.7208 0.150
H -9.6206 -10.3158 2.2891 0.151
H -7.1449 -8.3170 5.6168 0.177
F -1.9186 -0.7893 -2.6460 0.074
C -2.4463 -2.0368 -2.6719 -0.298
F -1.4351 -2.9202 -2.5270 0.105
C -3.1190 -2.2673 -4.0293 -0.436
F -2.2004 -2.2364 -5.0162 0.139
F -3.6266 -3.5350 -3.9755 0.094
C -4.3144 -1.3692 -4.3730 -0.029
O -4.0564 -0.2415 -5.1940 0.058
C -3.7582 0.9855 -4.6943 -0.545
F -3.8195 1.0254 -3.3480 0.137
F -4.6880 1.8572 -5.1553 0.142
C -2.4068 1.5182 -5.2054 -0.284
F -1.4066 0.6725 -4.9005 0.102
F -2.1578 2.7030 -4.6001 0.095
H -3.1615 -2.1672 -1.8572 0.149
H -4.9629 -1.9978 -4.9813 0.150
H -4.8625 -1.1005 -3.4694 0.152
H -2.4507 1.6603 -6.2862 0.175
F -2.7791 2.9338 -0.0070 0.099
C -2.5660 1.6148 -0.1956 -0.302
F -3.3769 0.9302 0.6421 0.102
C -1.1107 1.2509 0.1199 -0.441
F -0.8549 1.4342 1.4276 0.145
F -1.0270 -0.0860 -0.1522 0.095
C -0.0261 1.9022 -0.7463 -0.029
O 0.6164 3.0400 -0.2009 0.045
C 0.1640 4.3060 -0.4076 -0.543
F -0.8574 4.3574 -1.2727 0.160
F 1.1941 5.0128 -0.9612 0.123
C -0.1643 5.0245 0.9116 -0.284
F -1.1011 4.3454 1.5976 0.109
F -0.6467 6.2534 0.6208 0.102
H -2.8081 1.3477 -1.2262 0.149
H 0.7589 1.1509 -0.8127 0.152
H -0.4006 2.0879 -1.7538 0.146
H 0.7412 5.1160 1.5108 0.157
F 3.9046 5.7519 1.0743 0.102
C 3.7131 4.4183 1.0311 -0.306
F 2.8170 4.0925 1.9944 0.095
C 5.0206 3.6684 1.3060 -0.440
F 5.4255 3.8889 2.5690 0.146
F 4.6879 2.3453 1.1896 0.100
C 6.1766 3.8840 0.3221 -0.036
O 7.1617 4.8220 0.7075 0.057
C 7.0832 6.1392 0.3823 -0.542
F 6.0488 6.4105 -0.4278 0.157
F 8.2204 6.4601 -0.2994 0.125
C 7.0855 7.0422 1.6245 -0.294
F 6.0541 6.7454 2.4340 0.114
F 6.9636 8.3266 1.2174 0.102
H 3.3019 4.1390 0.0586 0.159
H 6.7013 2.9304 0.3033 0.151
H 5.7963 4.0803 -0.6807 0.149
H 8.0218 6.9197 2.1695 0.150
F 10.9089 9.8052 2.0381 0.107
C 10.3486 8.5851 2.1207 -0.309
F 9.4372 8.6025 3.1230 0.095
C 11.3935 7.5110 2.4380 -0.437
F 11.8961 7.6994 3.6699 0.147
F 10.6741 6.3414 2.4474 0.091
C 12.5169 7.2895 1.4193 -0.039
O 13.7505 7.9171 1.6997 0.054
C 14.0534 9.1667 1.2497 -0.548
F 13.1020 9.6637 0.4422 0.153
F 15.1930 9.0741 0.5205 0.139
C 14.3670 10.1323 2.4052 -0.287
F 13.3208 10.2105 3.2483 0.104
F 14.5971 11.3592 1.8905 0.102
H 9.8383 8.3529 1.1812 0.164
H 12.7324 6.2237 1.4788 0.151
H 12.1671 7.5059 0.4094 0.150
H 15.2508 9.7890 2.9454 0.175
O -4.5298 -3.8108 -1.0341 0.076
C -4.9011 -4.9092 -1.3556 -0.486
C -4.7720 -6.1842 -0.5536 -0.059
C -5.7473 -7.1693 -1.2082 -0.130
C -6.4066 -6.3858 -2.3777 -0.349
P -8.1782 -5.8780 -2.1686 0.198
O -8.9205 -6.7488 -3.3067 -0.204
O -8.7219 -6.5152 -0.7955 -0.206
S -8.4876 -4.0022 -2.3016 0.352
N -5.5398 -5.2317 -2.5294 0.050
H -3.7469 -6.5350 -0.6391 0.128
H -4.9741 -5.9609 0.4899 0.126
H -5.2024 -8.0075 -1.6308 0.117
H -6.4464 -7.5747 -0.4910 0.064
H -6.3875 -6.9935 -3.2804 0.118
H -9.4067 -7.5104 -2.9786 0.076
H -8.4990 -7.4330 -0.6010 0.035
H -5.8810 -4.4534 -3.0748 0.091
```

Computed properties:
HOMO: -9.51 eV
Energy: -177224.1277 eV
2S+1: 1

***

# 4
This record from the OMol25 dataset describes a cluster of 2 separate species, C31H41N4O2 in total in a non-equilibrium geometry. The level of theory is ωB97M-V/def2-TZVPD.

```
78
Properties=species:S:1:pos:R:3:lowdin_charge:R:1
C 8.0410 1.5768 2.2488 -0.044
O 7.6079 0.2081 2.4823 -0.058
C 6.2662 -0.0050 2.5404 -0.233
C 5.8059 -1.3425 2.6643 0.026
C 4.4559 -1.5955 2.6705 -0.045
C 3.4868 -0.5584 2.5965 -0.201
C 2.0962 -0.8547 2.7018 0.041
C 1.1386 0.1443 2.8214 -0.073
C -0.2271 -0.0466 2.9621 0.021
N -1.1074 0.9726 3.0246 0.042
C -2.5374 0.7225 3.1855 -0.158
C -3.1141 -0.1730 2.0805 -0.086
C -4.5970 -0.4021 2.2399 -0.243
C -5.4641 -0.0548 1.2019 -0.040
C -6.8434 -0.1626 1.3834 -0.066
C -7.3528 -0.6583 2.5921 -0.074
C -6.4775 -1.0664 3.6043 -0.069
C -5.0957 -0.9462 3.4302 -0.042
C -3.1240 2.1350 3.1691 -0.365
O -4.2946 2.4583 3.3448 0.101
N -2.0963 2.9996 2.9111 -0.038
C -2.3121 4.4245 2.7894 0.000
C -0.7684 2.4029 2.8433 -0.456
C 0.0981 2.9654 3.9835 0.016
C -0.1466 2.6733 1.4632 0.015
C 3.9745 0.7790 2.4736 0.007
C 5.3286 1.0562 2.4938 -0.001
H 9.1265 1.5040 2.1761 0.099
H 7.6172 1.9690 1.3114 0.102
H 7.7598 2.2333 3.0865 0.099
H 6.5340 -2.1470 2.7441 0.130
H 4.0655 -2.6238 2.7363 0.070
H 1.7947 -1.9030 2.6920 0.081
H 1.4869 1.1745 2.8169 0.055
H -0.6497 -1.0510 3.0364 0.147
H -2.7409 0.2743 4.1755 0.167
H -2.9049 0.2977 1.1033 0.132
H -2.5732 -1.1314 2.1105 0.117
H -5.0410 0.3397 0.2733 0.115
H -7.5145 0.1578 0.5881 0.107
H -8.4317 -0.7224 2.7392 0.107
H -6.8675 -1.4647 4.5420 0.107
H -4.4003 -1.2457 4.2185 0.112
H -3.3815 4.6317 2.8495 0.102
H -1.7994 4.9648 3.5931 0.097
H -1.9317 4.7833 1.8272 0.095
H -0.4713 2.9342 4.9221 0.108
H 1.0199 2.3972 4.1225 0.074
H 0.3619 4.0068 3.7537 0.096
H -0.8655 2.3864 0.6819 0.106
H 0.0774 3.7444 1.3751 0.094
H 0.7769 2.1058 1.3204 0.072
H 3.2882 1.6247 2.3826 0.110
H 5.6778 2.0933 2.4625 0.109
C 2.3983 -4.4485 4.8100 -0.044
C 1.4840 -5.2589 3.9137 -0.588
C 1.7147 -6.7617 4.0440 -0.032
C 0.0293 -4.9822 4.2635 -0.033
N 1.7490 -4.8680 2.5235 -0.053
C 2.4799 -3.8240 2.1193 -0.077
N 2.5910 -3.9719 0.7746 -0.139
C 3.4041 -3.1690 -0.1111 -0.023
C 1.8352 -5.0548 0.3420 -0.044
C 1.2462 -5.5710 1.4388 -0.049
H 2.2322 -3.3763 4.6611 0.072
H 2.1728 -4.6952 5.8541 0.095
H 3.4494 -4.6894 4.6253 0.094
H 0.9865 -7.3344 3.4544 0.080
H 2.7317 -7.0437 3.7421 0.100
H 1.5912 -7.0514 5.0942 0.095
H -0.6653 -5.5674 3.6500 0.088
H -0.1155 -5.2671 5.3132 0.094
H -0.2105 -3.9168 4.1661 0.078
H 4.0483 -2.5126 0.4777 0.068
H 4.0334 -3.8231 -0.7305 0.100
H 2.7954 -2.5600 -0.7979 0.097
H 1.7791 -5.3524 -0.6860 0.119
H 0.5687 -6.3938 1.5530 0.115
```

Computed properties:
Net charge: +1
HOMO: -10.83 eV
Energy: -42860.6235 eV
Relative energy (zero: lowest compared OMol25 entry of this formula, charge and spin): 172.1 kJ/mol
2S+1: 1

***

> What is the formula in the first record?

C7H16O2SSi

***

> Which value of energy does entry 1 give?

-30324.8240 eV

***

> Look up the 2S+1 of the first one.

1